No. 1
The following is a DFT calculation (wB97M-V/def2-TZVPD) of a 3-piece molecular cluster, C9H15BN4O3 overall.

Kohn-Sham gap	7.9	eV
E	-22357.7025	eV
SMILES string	NB(O)NC(=O)O.c1cc[nH]c1.c1cc[nH]c1

CARTESIAN COORDINATES (ANGSTROEM)
N1 0.459 1.889 -1.952
B1 0.804 3.222 -2.522
O1 2.070 3.757 -2.484
N2 -0.301 4.033 -3.129
C1 -1.460 3.831 -2.312
O2 -1.544 4.384 -1.267
O3 -2.446 3.035 -2.778
H1 0.711 1.128 -2.569
H2 0.857 1.764 -1.031
H3 2.734 3.079 -2.606
H4 -0.511 3.654 -4.051
H5 -2.015 2.277 -3.181
N3 0.512 -1.341 -0.747
C2 -0.414 -1.881 -1.596
C3 -0.337 -3.245 -1.490
C4 0.671 -3.540 -0.536
C5 1.176 -2.344 -0.094
H6 0.675 -0.362 -0.619
H7 -1.046 -1.252 -2.198
H8 -0.940 -3.953 -2.034
H9 0.988 -4.516 -0.209
H10 1.949 -2.122 0.624
N4 -0.017 -1.635 2.877
C6 0.816 -1.606 3.962
C7 0.173 -0.934 4.969
C8 -1.098 -0.545 4.472
C9 -1.186 -0.994 3.180
H11 0.198 -2.062 1.991
H12 1.790 -2.065 3.925
H13 0.571 -0.744 5.952
H14 -1.861 0.000 5.002
H15 -1.977 -0.913 2.454



No. 2
The following is a DFT calculation (wB97M-V/def2-TZVPD) of C9H15Cl12NO as an isolated structure.

Kohn-Sham gap	8.5	eV
E	-163372.3563	eV

CARTESIAN COORDINATES (ANGSTROEM)
Cl1 -1.895 0.762 -2.612
C1 -0.828 -0.047 -1.392
C2 0.522 -0.582 -2.004
Cl2 0.346 -2.076 -3.067
H1 -1.432 -0.911 -1.117
H2 -0.690 0.649 -0.565
H3 1.105 -0.827 -1.116
H4 1.196 0.045 -2.587
Cl3 6.203 1.104 -3.182
C3 4.629 1.947 -3.016
C4 3.501 1.009 -2.923
Cl4 1.893 1.853 -2.650
H5 4.591 2.590 -3.895
H6 4.632 2.570 -2.122
H7 3.652 0.309 -2.101
H8 3.459 0.481 -3.876
C5 0.132 0.359 1.419
O1 0.510 -0.114 0.340
N1 0.018 -0.285 2.605
C6 0.209 -1.719 2.688
C7 -0.472 0.298 3.848
H9 -0.198 1.410 1.412
H10 1.110 -1.859 3.285
H11 0.570 -2.157 1.757
H12 -0.625 -2.203 3.197
H13 -1.054 1.205 3.686
H14 -1.271 -0.309 4.275
H15 0.306 0.418 4.601
C8 -3.149 -2.219 -0.522
Cl5 -2.107 -2.637 -1.907
Cl6 -3.922 -3.762 0.091
Cl7 -2.191 -1.473 0.767
Cl8 -4.341 -1.068 -1.081
C9 -2.898 1.455 1.522
Cl9 -1.580 2.534 1.956
Cl10 -4.438 2.283 1.270
Cl11 -2.336 0.549 0.076
Cl12 -3.157 0.418 2.938



No. 3
The following is a DFT calculation (wB97M-V/def2-TZVPD) of C9H15Cl2FeO3PSc as an isolated structure.

Kohn-Sham gap (spin up / spin down)	7.9 / 4.8	eV
net charge	+4
⟨S²⟩	8.7730
E	-105090.3240	eV
2S+1	6

CARTESIAN COORDINATES (ANGSTROEM)
Sc1 -2.429 -3.297 -0.827
Fe1 -1.026 -1.306 0.880
Cl1 -0.995 -2.233 -2.346
Cl2 -1.820 -3.329 1.521
C1 -2.255 -0.342 1.751
C2 -3.490 -3.344 -2.943
C3 -4.310 -4.626 -0.459
O1 -2.620 -0.109 2.837
O2 -3.860 -3.307 -4.039
O3 -5.243 -5.288 -0.282
C4 2.898 -0.652 1.031
C5 1.961 0.530 1.259
P1 0.329 0.392 0.438
C6 -0.514 1.904 1.052
C7 0.216 3.231 0.893
C8 0.883 0.603 -1.327
C9 1.926 1.624 -1.749
H1 2.474 -1.586 1.420
H2 3.837 -0.469 1.567
H3 3.133 -0.796 -0.034
H4 1.747 0.665 2.324
H5 2.404 1.453 0.870
H6 -1.508 1.929 0.589
H7 -0.673 1.700 2.122
H8 0.328 3.510 -0.161
H9 -0.388 4.004 1.381
H10 1.194 3.209 1.384
H11 1.241 -0.409 -1.562
H12 -0.044 0.694 -1.903
H13 2.896 1.480 -1.267
H14 2.091 1.507 -2.826
H15 1.615 2.658 -1.595



No. 4
The following is a DFT calculation (wB97M-V/def2-TZVPD) of C9H15Cl6FO6 as an isolated structure.

Kohn-Sham gap	10.2	eV
E	-99704.5406	eV

CARTESIAN COORDINATES (ANGSTROEM)
C1 0.357 1.071 2.930
O1 -0.052 0.414 1.686
C2 -1.340 0.395 1.285
O2 -2.194 1.095 1.749
O3 -1.531 -0.313 0.184
C3 -2.822 -0.389 -0.463
H1 -0.119 0.649 3.815
H2 0.078 2.120 2.835
H3 1.421 0.870 3.053
H4 -3.409 -1.257 -0.160
H5 -2.658 -0.478 -1.537
H6 -3.471 0.470 -0.298
C4 0.653 -0.495 -0.529
C5 1.081 -1.624 -1.406
O4 2.454 -1.345 -1.646
C6 2.873 -0.274 -0.893
O5 4.059 0.002 -0.627
O6 1.775 0.284 -0.334
F1 0.284 -1.575 -2.479
H7 0.188 -0.778 0.416
H8 0.000 0.126 -1.142
H9 0.911 -2.559 -0.872
C7 -0.208 0.788 -3.242
Cl1 -1.304 0.693 -1.877
Cl2 -1.058 1.484 -4.719
H10 0.484 1.591 -2.986
H11 0.344 -0.111 -3.515
C8 0.481 2.305 -0.067
Cl3 1.171 2.577 -1.658
Cl4 1.512 3.007 1.231
H12 -0.528 2.715 -0.022
H13 0.437 1.233 0.123
C9 -0.043 -2.432 2.255
Cl5 0.552 -3.226 3.690
Cl6 0.650 -3.218 0.866
H14 -1.133 -2.455 2.232
H15 0.104 -1.360 2.123



No. 5
The following is a DFT calculation (wB97M-V/def2-TZVPD) of C9H15ClINO2PPdS as an isolated structure.

Kohn-Sham gap (spin up / spin down)	7.4 / 5.0	eV
net charge	+3
⟨S²⟩	6.0465
E	-59352.0881	eV
2S+1	5

CARTESIAN COORDINATES (ANGSTROEM)
C1 0.431 2.650 -0.974
C2 -0.826 2.721 -1.909
H1 1.355 3.148 -1.260
H2 0.678 1.589 -0.882
H3 0.231 3.024 0.039
O1 -0.748 3.243 -3.032
I1 -2.884 2.155 -1.912
Pd1 0.322 -1.140 1.164
P1 0.222 -1.558 -1.079
C3 -0.852 -1.142 -2.492
C4 1.817 -1.104 -1.784
H4 0.785 -3.711 -0.226
H5 0.542 -3.727 -2.032
H6 -0.865 -3.649 -0.923
C5 0.180 -3.353 -1.069
H7 2.563 -1.205 -0.966
H8 2.114 -1.728 -2.637
H9 -0.564 -1.602 -3.457
H10 -0.852 -0.055 -2.641
H11 1.801 -0.043 -2.069
H12 -1.885 -1.420 -2.276
C6 -1.505 0.328 0.069
O2 -1.454 1.038 0.990
Cl1 2.563 -1.365 1.208
S1 0.618 1.935 4.417
C7 -1.105 1.644 4.264
C8 -1.323 0.423 3.604
N1 -0.151 -0.142 3.074
C9 0.919 0.545 3.474
H13 -1.796 2.398 4.634
H14 -2.235 -0.134 3.474
H15 1.902 0.235 3.205



No. 6
The following is a DFT calculation (wB97M-V/def2-TZVPD) of a 2-piece molecular cluster, C9H15ClN6O6S overall.

Kohn-Sham gap	7.2	eV
E	-54148.1319	eV

CARTESIAN COORDINATES (ANGSTROEM)
O1 2.272 -2.806 1.770
C1 0.961 -2.282 1.525
C2 1.074 -0.964 0.793
C3 1.644 -1.108 -0.560
N1 2.144 -2.242 -1.088
N2 2.490 -2.009 -2.317
N3 2.228 -0.768 -2.565
N4 1.697 -0.164 -1.494
C4 1.250 1.235 -1.560
C5 1.497 2.036 -0.298
C6 0.874 3.435 -0.434
C7 -0.649 3.464 -0.578
S1 -1.543 2.604 0.741
C8 -2.167 1.270 -0.188
N5 -1.901 0.964 -1.424
N6 -2.628 -0.202 -1.684
C9 -3.255 -0.483 -0.585
O2 -2.999 0.411 0.409
H1 2.347 -3.009 2.703
H2 0.451 -2.103 2.464
H3 0.374 -2.976 0.942
H4 1.625 -0.235 1.379
H5 0.060 -0.574 0.674
H6 2.355 -0.279 -3.440
H7 0.209 1.239 -1.867
H8 1.824 1.693 -2.366
H9 2.567 2.172 -0.159
H10 1.053 1.574 0.574
H11 1.293 3.922 -1.316
H12 1.182 4.018 0.429
H13 -0.998 4.492 -0.565
H14 -0.978 3.044 -1.521
H15 -3.900 -1.321 -0.416
O3 -3.895 -2.585 2.140
Cl1 -2.499 -2.816 2.418
O4 -1.802 -2.972 1.149
O5 -2.325 -4.002 3.205
O6 -1.934 -1.674 3.110



No. 7
The following is a DFT calculation (wB97M-V/def2-TZVPD) of an isolated ion of composition C9H15ClNO and charge +1.

Kohn-Sham gap	10.9	eV
net charge	+1
E	-25626.4253	eV
SMILES string	C[C@]1(Cl)C[C@]12[N@H+]1CCOC[C@]12C

CARTESIAN COORDINATES (ANGSTROEM)
C1 -1.006 0.753 1.347
C2 1.672 1.114 -0.299
C3 2.375 0.396 0.858
C4 1.391 -1.713 0.722
C5 -0.525 0.019 0.119
C6 0.364 -1.057 -0.304
C7 -1.997 0.496 0.266
C8 -0.216 -2.005 -1.375
C9 -2.586 1.628 -0.510
N1 0.576 0.276 -0.815
O1 2.554 -0.969 0.653
Cl1 -3.111 -0.849 0.403
H1 -1.032 0.093 2.231
H2 -0.568 1.739 1.524
H3 1.235 1.990 0.202
H4 2.278 1.342 -1.092
H5 3.378 0.901 1.066
H6 1.739 0.554 1.697
H7 0.962 -1.645 1.643
H8 1.628 -2.627 0.377
H9 0.590 -2.321 -2.023
H10 -1.127 -1.623 -1.877
H11 -0.592 -2.926 -0.972
H12 -3.421 1.307 -1.170
H13 -1.783 2.171 -1.098
H14 -3.038 2.238 0.192
H15 0.258 0.717 -1.767



No. 8
The following is a DFT calculation (wB97M-V/def2-TZVPD) of a 2-piece molecular cluster, C9H15FN2O overall.

Kohn-Sham gap	10.3	eV
E	-17319.4915	eV
SMILES string	O=C1CC[C@H](CCCF)N1.CC#N

CARTESIAN COORDINATES (ANGSTROEM)
O1 4.916 -0.911 -1.234
C1 3.813 -0.425 -0.963
C2 2.436 -1.137 -0.518
C3 2.181 -0.216 0.795
C4 2.243 1.201 0.048
C5 0.855 1.632 -0.640
C6 -0.442 1.185 0.176
C7 -1.041 -0.234 -0.317
F1 -0.942 -1.256 0.692
N1 3.404 1.007 -0.906
H1 1.760 -0.914 -1.413
H2 2.435 -2.259 -0.361
H3 1.295 -0.468 1.450
H4 3.149 -0.431 1.377
H5 2.551 2.063 0.738
H6 0.868 1.195 -1.702
H7 0.866 2.779 -0.669
H8 -1.278 1.940 -0.034
H9 -0.293 1.190 1.310
H10 -0.441 -0.562 -1.239
H11 -2.138 -0.138 -0.617
H12 4.244 1.409 -0.466
C8 -5.262 -1.571 0.648
C9 -4.705 -0.215 0.942
N2 -4.274 0.857 1.177
H13 -6.247 -1.475 0.188
H14 -4.600 -2.104 -0.035
H15 -5.355 -2.141 1.573



No. 9
The following is a DFT calculation (wB97M-V/def2-TZVPD) of an isolated ion of composition C9H15FN3O and charge +1.

Kohn-Sham gap	9.3	eV
net charge	+1
E	-18801.9741	eV
SMILES string	CC1=C(C(N)=O)N=C(F)CC[N+]1(C)C

CARTESIAN COORDINATES (ANGSTROEM)
C1 1.265 -0.403 -0.031
C2 -0.057 -0.914 0.053
C3 1.105 2.004 -0.055
C4 2.448 -1.390 -0.126
C5 -0.220 2.390 -0.585
C6 -0.902 1.138 -1.088
C7 -0.293 -2.354 0.095
C8 -1.202 0.737 1.372
C9 -2.466 -0.635 -0.253
N1 1.734 0.925 0.094
N2 3.602 -0.734 0.192
N3 -1.157 0.121 0.009
O1 2.288 -2.559 -0.376
F1 1.818 3.049 0.431
H1 -0.753 2.871 0.109
H2 0.031 3.033 -1.349
H3 -1.887 1.168 -1.520
H4 -0.310 0.511 -1.681
H5 -0.839 -2.611 0.952
H6 0.487 -2.981 -0.188
H7 -0.913 -2.569 -0.696
H8 -2.094 1.270 1.620
H9 -1.306 0.086 2.238
H10 -0.205 1.206 1.624
H11 -3.213 -0.179 0.333
H12 -2.648 -0.507 -1.298
H13 -2.376 -1.798 -0.236
H14 3.623 0.187 0.626
H15 4.439 -1.061 -0.268



| no. | F_max (eV Å⁻¹) |
| --- | --- |
| 1 | 1.58 |
| 2 | 12.88 |
| 3 | 10.57 |
| 4 | 7.49 |
| 5 | 5.01 |
| 6 | 1.12 |
| 7 | 5.58 |
| 8 | 3.64 |
| 9 | 6.03 |